Version 1
Density functional theory data (ωB97M-V with the def2-TZVPD basis set) for one molecule with the formula CH4N2O.

Last column: Mulliken charge in e.
Positions of all 8 atoms, in Å:
H: 1.44712 1.09582 -0.94285  0.22
N: 0.86222 1.57203 -0.30612  -0.53
C: 0.09038 0.74793 0.27738  0.07
N: 0.14667 -0.70350 0.06400  -0.32
O: -1.15639 -1.07502 0.08897  -0.42
H: -0.75680 1.07297 0.84985  0.36
H: 0.44525 -0.92390 -0.84081  0.25
H: -1.07846 -1.78634 0.80957  0.37

frontier orbital gap: 10.7 eV
HOMO: -9.812 eV
SMILES: [H]/N=C\NO
lowest unoccupied orbital energy: 0.93 eV

***

Version 2
Density functional theory data (ωB97M-V with the def2-TZVPD basis set) for CH4N2O as an isolated structure.

Last column: Mulliken charge in e.
Positions of all 8 atoms, in Å:
C: -0.19703 -0.72081 -0.27960  0.23
N: -0.51624 -1.94306 -0.03755  -0.60
N: 0.48239 1.52375 0.17314  -0.39
O: 0.90214 -0.13729 0.19375  -0.37
H: -0.75420 0.14022 -0.84858  0.30
H: -1.48538 -2.17323 -0.30474  0.24
H: 1.36936 1.92113 -0.00691  0.27
H: 0.19895 1.38929 1.11049  0.30

frontier orbital gap: 10.0 eV
HOMO: -9.941 eV
lowest unoccupied orbital energy: 0.01 eV

***

On energetic grounds, version 1 is preferred over the next structure by 0.0302 hartree.

***

Version 1
Density functional theory data (ωB97M-V with the def2-TZVPD basis set) for one molecule with the formula C5H12N2S.

Last column: Mulliken charge in e.
Positions of all 20 atoms, in Å:
N: -2.91822 -1.06574 0.17875  -0.65
C: -1.81708 -1.65666 0.91654  -0.48
C: -0.70851 -0.61637 1.29927  -0.72
C: -0.04849 -0.32554 -0.02660  -0.17
N: 0.83191 -1.38541 -0.55549  -0.50
C: 1.86796 -0.40466 -0.77962  -0.67
C: 1.13803 0.71311 0.09857  -0.27
S: 1.01641 2.36926 -0.65258  -0.22
H: -2.71577 -1.10149 -0.84179  0.22
H: -3.78733 -1.59818 0.28598  0.25
H: -2.33787 -2.17046 1.72043  0.46
H: -1.31927 -2.47325 0.36880  0.29
H: -1.21304 0.28126 1.57676  0.35
H: -0.08032 -0.90282 2.17978  0.34
H: -0.66224 0.11324 -0.82455  0.36
H: 1.20513 -1.87246 0.32939  0.38
H: 1.91993 -0.15035 -1.83453  0.30
H: 2.88842 -0.78264 -0.44676  0.26
H: 1.51201 0.79848 1.10672  0.34
H: 0.34055 2.84924 0.40936  0.12

frontier orbital gap: 9.8 eV
HOMO: -8.913 eV
SMILES: NCC[C@@H]1NC[C@H]1S
lowest unoccupied orbital energy: 0.94 eV

***

Version 2
Density functional theory data (ωB97M-V with the def2-TZVPD basis set) for C5H12N2S as an isolated structure.

Last column: Mulliken charge in e.
Positions of all 20 atoms, in Å:
C: -0.83314 0.78241 1.52687  -1.42
C: -0.41660 0.13860 0.08647  0.61
C: -1.48380 -0.53236 -0.71784  -0.84
C: 0.77870 -0.77514 0.27975  0.15
C: 2.02723 -1.18815 -0.59633  -0.49
H: -1.69845 1.38022 1.66945  0.33
H: -0.47225 -0.20704 2.21164  0.34
H: 0.05757 1.39752 1.72302  0.48
H: -0.10051 1.45506 -1.91984  0.13
H: -2.40132 0.19304 -0.82453  0.30
H: -1.09661 -0.61153 -1.73748  0.38
H: -2.13818 -1.59772 1.24988  0.30
H: -2.84370 -2.17668 -0.60496  0.30
H: 0.48711 -1.60366 1.11491  0.21
H: 2.31377 -0.52469 -1.50369  0.20
H: 2.65737 -2.14983 -0.83048  0.23
H: 2.32089 0.52611 0.52895  0.26
N: -1.82923 -1.72164 -0.13210  -0.61
N: 2.14794 -0.39275 0.69266  -0.67
S: 0.01556 1.76049 -0.52965  -0.17

frontier orbital gap: 9.6 eV
HOMO: -9.031 eV
lowest unoccupied orbital energy: 0.56 eV

***

Version 3
Density functional theory data (ωB97M-V with the def2-TZVPD basis set) for C5H12N2S as an isolated structure.

Last column: Mulliken charge in e.
Positions of all 20 atoms, in Å:
C: 1.46219 -0.26227 0.54719  -1.86
C: 0.80398 -0.04028 -0.77068  1.22
C: 0.16964 -1.23662 -1.51779  -0.74
C: -0.71374 0.36175 -0.67152  -0.38
C: -1.44386 0.75172 0.64345  -0.59
H: 1.90684 0.55398 0.99217  0.43
H: 2.33435 -1.00091 0.24159  0.27
H: 0.87665 -0.76446 1.32875  0.63
H: 1.49582 2.28059 -1.21718  0.13
H: -0.11744 -1.11514 -2.56221  0.35
H: 0.52383 -2.38266 -1.43149  0.24
H: -0.88823 -1.24505 0.34069  0.49
H: -1.01885 1.22766 -1.45032  0.40
H: -1.47722 1.98579 0.66933  0.28
H: -2.58904 0.29027 0.76638  0.30
H: -1.34406 -0.03461 2.62167  0.22
H: 0.06492 0.58979 2.29062  0.25
N: -1.09109 -1.13931 -0.71126  -0.71
N: -0.64216 0.13498 1.75531  -0.69
S: 1.68747 1.04477 -1.86469  -0.27

frontier orbital gap: 9.4 eV
HOMO: -8.788 eV
lowest unoccupied orbital energy: 0.65 eV

***

On energetic grounds, version 1 is preferred over the next structure by 0.1070 hartree.

***

Version 1
Density functional theory data (ωB97M-V with the def2-TZVPD basis set) for one molecule with the formula C7H5N.

Last column: Mulliken charge in e.
Positions of all 13 atoms, in Å:
C: 3.01547 -0.05641 -0.08777  0.17
C: -0.39973 -1.57056 0.01219  -0.12
C: -0.80941 -0.29421 -0.10134  -0.32
C: 1.02377 -1.79687 0.02746  -0.38
C: 1.85384 -0.76164 -0.15830  -0.06
C: 0.08730 0.78447 -0.04016  0.19
C: 0.54447 2.03670 0.12148  -0.59
N: 3.93281 0.65870 0.06962  -0.51
H: -1.06772 -2.36561 0.22589  0.41
H: -1.93572 -0.37275 0.05409  0.25
H: 1.42703 -2.70693 0.28835  0.43
H: 1.55798 2.02544 0.04810  0.27
H: -0.15722 2.85166 0.40619  0.26

frontier orbital gap (spin up / spin down): 7.9 / 7.9 eV
HOMO (spin up / spin down): -8.744 / -8.745 eV
lowest unoccupied orbital energy (spin up / spin down): -0.89 / -0.89 eV

***

Version 2
Density functional theory data (ωB97M-V with the def2-TZVPD basis set) for one molecule with the formula C7H5N.

Last column: Mulliken charge in e.
Positions of all 13 atoms, in Å:
C: 2.15708 -0.83008 -0.02609  -0.74
C: 0.99963 -0.19253 0.01046  1.04
C: 0.63311 1.29635 -0.00029  -0.90
C: -0.71308 1.34569 -0.00017  -0.39
C: -1.28669 -0.03894 0.03889  0.47
C: -2.66893 -0.29910 0.15019  0.03
N: -3.80148 -0.41867 -0.10069  -0.45
C: -0.28271 -0.92751 0.04818  -0.70
H: 2.13097 -1.93140 -0.13179  0.23
H: 3.12513 -0.29038 -0.05777  0.27
H: 1.31403 2.06007 0.23159  0.40
H: -1.31476 2.24688 -0.22175  0.38
H: -0.29231 -2.02039 0.05922  0.35

frontier orbital gap: 8.6 eV
HOMO: -9.321 eV
SMILES: C=C1C=CC(C#N)=C1
lowest unoccupied orbital energy: -0.68 eV

***

On energetic grounds, version 2 is preferred over the next structure by 0.1359 hartree.

***

Version 1
Density functional theory data (ωB97M-V with the def2-TZVPD basis set) for a 2-piece molecular cluster, C3H8NO overall.

Last column: Mulliken charge in e.
Positions of all 13 atoms, in Å:
C: -2.65057 1.17100 0.12122  -0.06
N: -1.69050 0.34475 -0.02793  -0.10
H: -3.67602 0.82986 0.26105  0.27
H: -2.62774 2.19703 -0.23914  0.27
H: -1.95170 -0.62691 -0.02649  0.28
H: -0.87445 0.74551 -0.52912  0.36
C: 1.77680 -1.73468 -0.25988  -0.71
C: 1.88028 -0.46438 0.11419  0.15
O: 0.88479 0.50458 0.09611  -0.50
H: 2.72843 -2.20580 -0.47906  0.21
H: 0.96062 -2.44831 -0.23991  0.23
H: 2.89704 -0.17487 0.35516  0.26
H: 1.36941 1.31366 0.00675  0.32

frontier orbital gap: 7.1 eV
HOMO: -12.771 eV
net charge: +1
lowest unoccupied orbital energy: -5.70 eV

***

Version 2
Density functional theory data (ωB97M-V with the def2-TZVPD basis set) for a 2-piece molecular cluster, C3H8NO overall.

Last column: Mulliken charge in e.
Positions of all 13 atoms, in Å:
C: -0.98452 -2.10489 1.79678  0.00
N: -0.51043 -0.88270 1.79756  -0.22
H: -1.15449 -2.69816 0.88414  0.28
H: -1.36502 -2.61252 2.70489  0.29
H: 0.44411 -0.58395 1.61724  0.30
H: -1.12938 -0.06272 1.79324  0.33
C: 0.79368 1.65692 -2.25067  -0.73
C: 1.03481 1.31837 -0.99424  0.07
O: 0.08267 0.42797 -0.37371  -0.48
H: 1.55713 2.05297 -2.91626  0.25
H: -0.21958 1.64047 -2.64522  0.27
H: 1.55293 1.88995 -0.22927  0.34
H: -0.10191 -0.04172 -1.18449  0.29

frontier orbital gap: 4.8 eV
HOMO: -12.643 eV
net charge: +1
lowest unoccupied orbital energy: -7.81 eV

***

Version 3
Density functional theory data (ωB97M-V with the def2-TZVPD basis set) for a 2-piece molecular cluster, C3H8NO overall.

Last column: Mulliken charge in e.
Positions of all 13 atoms, in Å:
C: 1.38745 2.00201 -0.79392  -0.07
N: 0.42620 1.16297 -0.83324  -0.08
H: 1.38759 2.70065 0.03203  0.28
H: 2.26412 1.93321 -1.43024  0.28
H: 0.26111 0.63043 -1.68651  0.29
H: 0.02483 0.75217 0.02145  0.28
C: 0.13261 -1.00596 1.54760  -0.88
C: -0.49891 -1.50559 0.48973  0.08
O: -1.40409 -0.78889 -0.26498  -0.52
H: -0.36768 -0.25640 2.15758  0.37
H: 1.08849 -1.35573 1.91125  0.28
H: -0.23408 -2.47221 0.07064  0.33
H: -2.25356 -0.67190 0.19747  0.33

frontier orbital gap: 8.1 eV
HOMO: -13.891 eV
net charge: +1
lowest unoccupied orbital energy: -5.83 eV

***

Version 4
Density functional theory data (ωB97M-V with the def2-TZVPD basis set) for an isolated ion of composition C3H8NO and charge +1.

Last column: Mulliken charge in e.
Positions of all 13 atoms, in Å:
C: 0.33475 -1.32184 1.52898  -0.66
C: 0.60312 -0.01831 1.01729  -0.14
N: -0.41962 0.67502 0.25968  -0.19
C: -0.07428 0.34206 -1.17002  -0.39
O: -0.92303 1.02576 -1.94810  -0.45
H: 1.09394 -1.85337 2.11640  0.26
H: -0.53689 -1.83599 1.41207  0.31
H: 1.61714 0.51234 0.93577  0.38
H: -1.32926 0.24792 0.54685  0.39
H: -0.36628 1.71130 0.44101  0.36
H: 0.90811 0.66560 -1.21748  0.38
H: -0.00652 -0.76626 -1.11831  0.37
H: -0.90117 0.61576 -2.80416  0.36

frontier orbital gap: 11.3 eV
HOMO: -15.166 eV
SMILES: C=C[NH2+]CO
net charge: +1
lowest unoccupied orbital energy: -3.82 eV

***

On energetic grounds, version 4 is preferred over the next structure by 0.0150 hartree.